Record 1
The following is a quantum chemistry calculation of a structure of composition C3H7O2P in a non-equilibrium geometry, from the Open Molecules 2025 dataset.

```
13
Properties=species:S:1:pos:R:3:nbo_charge:R:1
C -0.53144 0.28468 -0.28787 0.022
C 0.23164 -0.65423 0.52619 0.028
C -1.94775 -0.06530 -0.49170 -0.643
O -0.14445 0.61528 0.93784 -0.482
O 2.31617 1.03353 -0.25649 -1.038
P 2.46600 -0.56838 -0.22947 0.648
H 0.00012 0.75226 -1.10219 0.194
H 0.04653 -1.60261 1.06768 0.213
H -2.52803 0.69872 -0.95796 0.221
H -2.42375 -0.38444 0.47199 0.227
H -1.75555 -0.85773 -1.23293 0.228
H 1.48380 1.34946 0.31612 0.508
H 2.78674 -0.60122 1.23878 -0.124
```

Output
Energy, eV: -16601.58319
2S+1: 3
Orbital gap (alpha / beta), hartree: 0.232 / 0.264
F_max, Eh/bohr: 0.1001

---

Record 2
The following is a quantum chemistry calculation of a cluster of 2 separate species, C5H12NO2 in total in a non-equilibrium geometry, from the Open Molecules 2025 dataset.

```
20
Properties=species:S:1:pos:R:3:nbo_charge:R:1
C 0.51071 0.65424 0.94117 -0.154
N 0.76846 -0.70392 1.37016 -0.614
C 1.94358 -1.49356 0.69722 0.141
O 2.08061 -1.32700 -0.59681 -0.854
C 0.31166 1.04024 -0.52663 -0.413
C -0.83590 0.15023 -1.03483 -0.428
C -1.89775 0.58544 -2.08514 -0.612
O -2.30284 0.78769 1.40760 -0.521
H -0.55684 0.88812 1.16018 0.244
H 1.30220 1.29140 1.40499 0.182
H -0.09335 -1.18356 1.12140 0.342
H 2.82144 -1.15919 1.33853 0.061
H 1.74846 -2.50671 1.05792 0.094
H 1.11433 0.92468 -1.27330 0.259
H -0.01144 2.12147 -0.54519 0.178
H -1.44564 0.13876 -0.07518 0.239
H -0.26981 -0.78345 -1.10452 0.246
H -2.63447 1.23125 -1.60519 0.214
H -1.35084 1.18418 -2.82649 0.192
H -2.32250 -0.31773 -2.51966 0.205
```

Output
Energy, eV: -10957.51226
2S+1: 1
Charge: -1
Orbital gap, hartree: 0.165
F_max, Eh/bohr: 0.0594

---

Record 3
The following is a quantum chemistry calculation of a structure of composition C4H5HoO2 in a non-equilibrium geometry, from the Open Molecules 2025 dataset.

```
12
Properties=species:S:1:pos:R:3:nbo_charge:R:1
H -1.27364 -1.27544 -1.51745 0.344
O -2.81128 0.80776 0.88458 -0.452
C -1.87365 0.28434 0.06099 0.320
C -2.05156 -1.03416 -0.44608 -0.419
C -0.89174 -1.10846 0.55629 -0.203
C 0.35796 -1.27069 -0.05506 0.697
O 0.46602 -1.31294 -1.32389 -0.748
Ho 2.32668 -1.01214 -2.87463 1.979
H -3.07147 1.68596 0.58778 0.562
H -1.22632 0.98845 -0.46898 0.242
H -2.93976 -1.58135 -0.12964 0.341
H -1.07022 -1.56553 1.52708 0.339
```

Output
Energy, eV: -34082.64019
2S+1: 6
Charge: +3
Orbital gap (alpha / beta), hartree: 0.339 / 0.252
F_max, Eh/bohr: 0.0903

---

Record 4
The following is a quantum chemistry calculation of a structure of composition C41H54BBr3N8OYb in a non-equilibrium geometry, from the Open Molecules 2025 dataset.

```
109
Properties=species:S:1:pos:R:3:lowdin_spin:R:1
Yb -1.08081 -0.75327 -1.01530 1.002
C -1.77144 4.16015 -2.52876 0.000
C -1.16200 2.76444 -2.64212 0.000
C -0.47916 2.58738 -4.01971 0.000
C -0.18564 2.55770 -1.56476 0.000
C 0.63855 3.51089 -1.00669 0.000
C 1.43930 2.87444 -0.11640 0.000
C 2.49532 3.40110 0.77232 0.000
C 3.06882 4.63498 0.16172 0.000
C 2.03961 3.63631 2.26973 0.000
N 1.10016 1.55215 -0.12496 0.000
N 0.11682 1.35472 -1.03424 -0.001
B 1.77041 0.34142 0.45681 0.000
N 0.80517 -0.13151 1.58076 0.000
N -0.47515 -0.67834 1.26830 -0.001
C -0.95545 -1.09864 2.45231 0.000
C -0.04695 -0.91859 3.44795 0.000
C 1.04491 -0.23175 2.89972 0.000
C 2.24175 0.30532 3.65660 0.000
C 1.77669 1.33582 4.69428 0.000
C 3.09918 -0.72163 4.36987 0.000
C -2.23121 -1.90657 2.62053 0.000
C -2.47947 -2.23683 4.08553 0.000
C -3.50558 -1.28363 2.01571 0.000
N 2.11546 -0.68367 -0.67602 0.000
N 1.18824 -1.11018 -1.58974 -0.001
C 1.79102 -1.87450 -2.49566 0.000
C 3.16549 -1.92792 -2.16569 0.000
C 3.32251 -1.17878 -1.04198 0.000
C 4.55701 -1.01910 -0.14699 0.000
C 5.20222 -2.33063 0.14286 0.000
C 5.49547 0.03924 -0.75161 0.000
C 1.03539 -2.49126 -3.60981 0.000
C 0.85959 -3.97669 -3.31146 0.000
C -0.33137 -1.87229 -3.79264 0.000
H -2.66419 4.21056 -3.14278 0.000
H -2.02950 4.36214 -1.52663 0.000
H -1.00602 4.92521 -2.78089 0.000
H -1.91395 1.97771 -2.55085 0.000
H 0.24289 3.33317 -4.12148 0.000
H -0.09397 1.61684 -4.19446 0.000
H -1.24171 2.79261 -4.77672 0.000
H 0.71808 4.59863 -1.26231 0.000
H 3.34627 2.62403 0.79445 0.000
H 2.27663 5.37238 0.11398 0.000
H 3.81130 5.09715 0.72878 0.000
H 3.49610 4.42736 -0.79295 0.000
H 1.62798 4.63560 2.40841 0.000
H 1.25900 2.97851 2.65787 0.000
H 2.91278 3.56635 2.90876 0.000
H 2.80522 0.70224 0.86899 0.000
H -0.08634 -1.10423 4.50658 0.000
H 2.81612 0.90391 2.93942 0.000
H 1.26662 0.81667 5.48622 0.000
H 2.61136 1.86899 5.14124 0.000
H 1.15474 2.18040 4.28960 0.000
H 2.36907 -1.40418 4.86711 0.000
H 3.64907 -1.32746 3.63836 0.000
H 3.67554 -0.23716 5.16940 0.000
H -1.98970 -2.90746 2.21492 0.000
H -2.76904 -1.35997 4.67340 0.000
H -3.19318 -3.04336 4.15948 0.000
H -1.51283 -2.59940 4.56695 0.000
H -3.74001 -0.38068 2.60138 0.000
H -3.43165 -1.13906 0.92643 0.000
H -4.37758 -1.95585 2.18742 0.000
H 3.93188 -2.36894 -2.75611 0.000
H 4.21134 -0.57056 0.82980 0.000
H 5.75040 -2.71384 -0.70666 0.000
H 5.97092 -2.12288 0.93687 0.000
H 4.52715 -3.14551 0.44579 0.000
H 5.73482 -0.24273 -1.76836 0.000
H 4.93706 0.95503 -0.83005 0.000
H 6.40850 0.22981 -0.15974 0.000
H 1.65880 -2.36566 -4.54199 0.000
H 0.36724 -4.10547 -2.35933 0.000
H 0.21223 -4.42712 -4.06048 0.000
H 1.78718 -4.53514 -3.38697 0.000
H -0.97400 -2.29112 -3.02418 0.000
H -0.40918 -0.80204 -3.75533 0.000
H -0.79851 -2.08420 -4.76589 0.000
Br -4.66743 -0.55173 -4.88653 0.000
C -4.74287 0.42912 -3.29967 0.000
C -5.73487 1.37112 -3.10306 0.000
C -5.87490 2.05455 -1.95100 0.000
Br -7.48605 3.03846 -1.65373 0.000
C -4.88663 1.99927 -0.91678 0.000
C -4.65952 2.86697 0.19510 0.000
C -3.61916 2.70582 1.03687 0.000
C -2.67504 1.73967 0.77054 0.000
N -2.79710 0.91441 -0.26278 0.000
C -3.85507 1.06498 -1.12431 0.000
C -3.68844 0.27270 -2.39694 0.000
O -2.59973 -0.45932 -2.47110 0.000
H -6.54125 1.50512 -3.91178 0.000
H -5.36259 3.64386 0.51797 0.000
H -3.46042 3.43442 1.79547 0.000
H -1.85149 1.56423 1.40641 0.000
Br -3.78188 -3.29278 -1.44170 0.000
C -2.32897 -3.86078 -0.35153 0.000
C -2.43845 -5.06209 0.36836 0.000
C -1.23201 -5.53960 0.99495 0.000
C -0.12294 -4.75419 0.92264 0.000
C -0.18427 -3.49204 0.30824 0.000
N -1.27464 -3.09078 -0.33504 -0.001
H -3.42750 -5.64356 0.42918 0.000
H -1.22025 -6.46964 1.52924 0.000
H 0.82848 -5.04920 1.45764 0.000
H 0.71519 -2.91054 0.31543 0.000
```

Output
Energy, eV: -299696.88949
2S+1: 2
Charge: +1
Orbital gap (alpha / beta), hartree: 0.267 / 0.267
F_max, Eh/bohr: 0.0591

---

Record 5
The following is a quantum chemistry calculation of a cluster of 2 separate species, C4H3NO2 in total in a non-equilibrium geometry, from the Open Molecules 2025 dataset.

```
10
Properties=species:S:1:pos:R:3:nbo_charge:R:1
O -2.33842 0.53641 -0.36855 -0.470
C -1.77858 -0.41176 -0.86261 0.351
C -0.38124 -0.73630 -0.64976 0.070
N 0.71204 -1.13167 -0.58152 0.267
O 1.85945 -1.41155 -0.41456 -0.356
H -2.28683 -1.12517 -1.52826 0.157
C 1.62978 0.90546 1.17011 -0.240
C 0.48398 1.25591 1.05022 -0.275
H 2.63844 0.56966 1.25527 0.244
H -0.53860 1.54901 0.92965 0.252
```

Output
Energy, eV: -9775.77728
SMILES: O=CC#[N+][O-].C#C
2S+1: 1
Orbital gap, hartree: 0.352
F_max, Eh/bohr: 0.0216

---

Record 6
The following is a quantum chemistry calculation of an isolated molecule of C3H2FN in a non-equilibrium geometry, from the Open Molecules 2025 dataset.

```
7
Properties=species:S:1:pos:R:3:nbo_charge:R:1
C -1.77376 0.54979 0.07647 -0.209
C 1.45944 0.53167 -0.03418 0.461
C -0.73787 -0.03870 0.07840 0.125
N 0.54371 -0.38171 -0.05093 -0.660
F 2.61458 -0.24704 0.09180 -0.386
H -2.72576 0.99682 -0.09335 0.244
H 0.61966 -1.41084 -0.06821 0.425
```

Output
Energy, eV: -7346.51264
2S+1: 1
Orbital gap, hartree: 0.405
F_max, Eh/bohr: 0.0589

---

Record 7
The following is a quantum chemistry calculation of a cluster of 2 separate species, C3H5F3IN in total in a non-equilibrium geometry, from the Open Molecules 2025 dataset.

```
13
Properties=species:S:1:pos:R:3:nbo_charge:R:1
C 0.63033 -1.69480 -0.56032 -0.498
C -0.69098 1.20216 -0.10231 -0.296
C 0.24690 1.46803 1.00411 0.902
N -0.65120 -1.25349 -0.16282 -0.490
F 1.47585 0.96391 0.78529 -0.331
F 0.44716 2.80203 1.19974 -0.333
F -0.16560 0.98707 2.18288 -0.316
I -2.15416 -1.59896 -1.44396 0.298
H 0.95175 -1.40469 -1.56532 0.195
H 1.35182 -1.34570 0.17767 0.227
H 0.61553 -2.79233 -0.52649 0.222
H -0.31877 1.37989 -1.09198 0.205
H -1.73861 1.28689 0.10350 0.214
```

Output
Energy, eV: -20931.80602
2S+1: 1
Orbital gap (alpha / beta), hartree: 0.313 / 0.296
F_max, Eh/bohr: 0.0381

---

Record 8
The following is a quantum chemistry calculation of a structure of composition C21H29KN8O4SbSe6 in a non-equilibrium geometry, from the Open Molecules 2025 dataset.

```
70
Properties=species:S:1:pos:R:3:nbo_charge:R:1
K -0.16969 -1.01359 -0.04777 0.842
Se 0.42766 2.08408 -0.82434 0.320
Se -0.80318 3.81318 0.32272 0.035
C -0.10473 3.35052 2.05882 0.058
C -0.92976 3.38672 3.17715 -0.282
C -0.39589 3.00902 4.39838 -0.167
C 0.92833 2.61128 4.46288 -0.267
C 1.67077 2.62023 3.29236 0.057
N 1.17145 2.98517 2.11194 -0.460
C -1.06032 1.59456 -1.95721 0.062
C -1.53896 2.46432 -2.93036 -0.258
C -2.59428 2.04732 -3.72024 -0.161
C -3.13265 0.78503 -3.51743 -0.266
C -2.59387 -0.00615 -2.51785 0.050
N -1.57772 0.39161 -1.75044 -0.496
H -1.96613 3.68167 3.08003 0.217
H -1.02019 2.99795 5.28364 0.209
H 1.37416 2.26909 5.38639 0.222
H 2.70926 2.30678 3.29611 0.213
H -1.07831 3.43329 -3.06280 0.227
H -2.98842 2.69717 -4.49182 0.210
H -3.95027 0.41871 -4.12352 0.213
H -2.98788 -0.99018 -2.28571 0.219
N -0.24194 -2.67962 -2.22270 -0.842
C 1.14380 -2.26141 -2.49810 -0.184
C 1.83132 -2.96571 -3.68297 -0.430
C 3.18938 -3.59264 -3.34327 -0.410
C 4.35849 -2.61681 -3.18112 -0.213
N 4.11813 -1.46738 -2.31764 -0.589
C 4.50010 -1.37575 -1.03595 0.696
N 4.26983 -0.25572 -0.35075 -0.809
N 5.17674 -2.36436 -0.44890 -0.810
C 1.09557 -0.72755 -2.68370 0.773
O 0.81647 -0.25263 -3.78769 -0.713
O 1.37075 -0.08094 -1.62002 -0.844
H -0.26822 -3.67732 -2.04034 0.364
H -0.81184 -2.49370 -3.04198 0.362
H 1.72163 -2.46487 -1.59266 0.220
H 1.93169 -2.24821 -4.50327 0.226
H 1.17363 -3.76062 -4.04255 0.204
H 3.47263 -4.28357 -4.14175 0.204
H 3.09105 -4.17433 -2.42297 0.218
H 4.64725 -2.22690 -4.15982 0.199
H 5.22103 -3.14695 -2.77861 0.201
H 3.50053 -0.74420 -2.65670 0.426
H 3.49519 0.31432 -0.66541 0.423
H 4.39250 -0.33400 0.65884 0.375
H 5.00633 -3.30249 -0.78227 0.415
H 5.21607 -2.29686 0.58214 0.446
C -3.43976 0.08190 1.18004 -0.656
C -3.33305 -1.40482 1.18554 0.367
N -3.02757 -2.16753 0.16221 -0.499
C -3.07838 -3.46562 0.63598 -0.085
C -3.43364 -3.48004 1.94513 -0.120
N -3.59672 -2.15344 2.28724 -0.533
H -2.88707 0.48390 0.33474 0.252
H -3.01704 0.50212 2.09432 0.230
H -4.48101 0.40042 1.09590 0.216
H -2.85123 -4.30418 -0.00018 0.208
H -3.53729 -4.27899 2.65713 0.220
H -3.77674 -1.79942 3.21009 0.414
Se 4.53839 -0.59702 2.52354 -0.574
Sb 2.06633 -3.04200 2.42779 1.305
Se 2.86498 -4.28378 0.52637 -0.799
Se 2.21396 -3.97356 4.61254 -0.664
Se 2.23302 -0.52665 2.12866 -0.247
O -0.53612 -1.07342 2.19027 -0.700
C -0.60304 -2.20921 2.64394 0.646
O -0.12976 -3.27828 2.05380 -0.794
H -1.02924 -2.35450 3.65027 0.111
```

Output
Energy, eV: -457305.43425
2S+1: 1
Charge: -1
Orbital gap, hartree: 0.238
F_max, Eh/bohr: 0.0461

---

Which value of F_max does entry 8 give?
0.0461 Eh/bohr